Computed, not measured: a cluster of 2 separate species, C9H13NO3S in total, with ωB97M-V with the def2-TZVPD basis set.

Properties
Multiplicity: 1
Relative energy (zero: lowest compared OMol25 entry of this formula, charge and spin) (kJ/mol): 484.0
Charge: 0
LUMO level (eV): 0.2
Largest force on an atom (Eh/bohr): 0.0845

Geometry (Å):
C: -1.33 2.59 -0.44
C: 2.17 -1.57 0.17
C: 3.29 0.38 0.57
C: 1.29 0.53 -1.12
C: 0.66 0.23 1.18
C: 2.42 -0.23 -0.55
C: 2.08 -0.36 1.01
C: 0.27 0.81 -0.12
C: -3.01 -2.02 -0.42
N: -0.26 2.06 -0.04
O: -3.46 0.55 -0.43
O: -2.36 -0.21 1.48
O: -1.07 -0.47 -0.64
S: -2.47 -0.39 0.05
H: -1.64 3.62 -0.03
H: -2.17 1.98 -0.77
H: 1.19 -2.09 0.04
H: 3.05 -2.10 0.09
H: 4.20 -0.16 0.67
H: 3.41 1.45 0.76
H: 1.64 1.61 -1.44
H: 0.83 0.04 -2.03
H: -0.05 -0.57 1.47
H: 0.65 1.03 2.01
H: -2.37 -2.73 0.11
H: -4.08 -2.02 -0.09
H: -2.92 -1.95 -1.50

Computed, not measured: a cluster of 3 separate species, C3HIN2O in total, with ωB97M-V with the def2-TZVPD basis set.

Properties
Multiplicity: 1
Relative energy (zero: lowest compared OMol25 entry of this formula, charge and spin) (kJ/mol): 10.9
Charge: 0
LUMO level (eV): -0.6
Largest force on an atom (Eh/bohr): 0.0175

Geometry (Å):
C: 1.29 -1.48 -0.52
C: 0.54 -0.89 0.48
C: 0.43 1.91 -0.60
N: 1.93 -1.97 -1.33
N: -0.09 -0.41 1.31
O: 1.32 2.56 -0.38
I: -3.35 0.10 0.07
H: -2.07 0.19 0.98

Computed, not measured: a structure of composition C9H31AgO7, with ωB97M-V with the def2-TZVPD basis set.

Properties
Multiplicity: 2
Relative energy (zero: lowest compared OMol25 entry of this formula, charge and spin) (kJ/mol): 30.3
Charge: +1
LUMO level (alpha / beta) (eV): -2.2 / -4.7
Largest force on an atom (Eh/bohr): 0.0278

Geometry (Å):
Ag: 15.23 1.58 34.43
C: 12.56 -0.56 32.18
C: 13.18 -0.93 33.53
C: 13.01 -2.39 33.87
O: 14.48 -0.53 33.76
H: 13.01 -1.14 31.36
H: 12.82 0.47 31.89
H: 11.50 -0.75 32.23
H: 12.58 -0.41 34.30
H: 13.65 -3.06 33.28
H: 12.00 -2.74 33.63
H: 13.13 -2.63 34.92
C: 16.89 0.26 37.45
O: 16.01 0.09 36.34
H: 16.67 -0.41 38.28
H: 17.93 0.05 37.19
H: 16.80 1.29 37.80
H: 16.01 -0.85 36.12
C: 16.27 4.38 36.03
O: 15.69 4.01 34.78
H: 17.24 3.91 36.15
H: 16.43 5.46 36.03
H: 15.65 4.08 36.87
H: 15.33 4.77 34.31
C: 12.81 3.40 32.50
O: 13.16 2.65 33.68
H: 13.48 4.26 32.44
H: 13.04 2.82 31.60
H: 11.79 3.74 32.61
H: 12.37 2.19 33.98
C: 13.13 1.11 37.23
O: 13.82 2.04 36.38
H: 12.99 0.19 36.66
H: 13.70 0.86 38.13
H: 12.17 1.52 37.55
H: 13.59 2.92 36.68
C: 16.41 2.83 31.28
O: 15.80 1.77 32.01
H: 16.79 3.53 32.03
H: 17.29 2.51 30.72
H: 15.69 3.36 30.65
H: 15.51 1.09 31.39
C: 18.41 0.75 33.91
O: 17.58 1.81 34.36
H: 19.12 0.36 34.65
H: 17.78 -0.10 33.64
H: 18.94 1.07 33.02
H: 18.06 2.63 34.32

Computed, not measured: a structure of composition C6H18Li3NO3, with ωB97M-V with the def2-TZVPD basis set.

Properties
Multiplicity: 2
Relative energy (zero: lowest compared OMol25 entry of this formula, charge and spin) (kJ/mol): 0.0
Charge: +1
LUMO level (alpha / beta) (eV): -3.9 / -7.4
Largest force on an atom (Eh/bohr): 0.0363

Geometry (Å):
Li: -1.07 -0.56 0.56
Li: -3.08 -2.29 0.98
Li: -1.37 -1.98 2.97
O: -3.17 -0.42 0.47
H: -3.39 0.19 -0.26
O: -1.10 -2.44 1.08
H: -0.92 -3.36 0.80
O: -1.22 -0.05 2.57
H: -0.77 0.45 3.28
C: 2.98 -0.03 0.39
C: 1.48 -0.45 0.34
N: 0.49 0.39 -0.33
C: 0.66 1.79 0.09
C: -0.50 2.76 -0.18
C: 0.31 0.12 -1.81
C: -0.44 -1.19 -2.13
H: 3.16 0.26 -0.65
H: 3.66 -0.89 0.40
H: 3.23 0.77 1.07
H: 1.41 -1.47 -0.05
H: 1.00 -0.70 1.29
H: 0.68 1.81 1.18
H: 1.64 2.12 -0.24
H: -0.59 3.49 0.63
H: -0.47 3.17 -1.19
H: -1.47 2.27 -0.15
H: 1.26 0.22 -2.34
H: -0.37 0.87 -2.23
H: -1.40 -1.32 -1.64
H: 0.06 -2.07 -1.74
H: -0.68 -1.46 -3.16